Record 1
{"formula": "C7H11IN2O2", "method": "ωB97M-V with the def2-TZVPD basis set", "elements": ["C", "C", "C", "C", "C", "C", "C", "N", "N", "O", "O", "I", "H", "H", "H", "H", "H", "H", "H", "H", "H", "H", "H"], "coordinates": [[-2.38, 2.06, 0.01], [-2.25, 0.67, 0.05], [-0.92, 0.42, -0.02], [1.07, 1.85, 0.04], [1.89, -1.01, -1.81], [0.16, -1.55, 2.01], [-0.01, -1.64, -0.30], [-1.19, 2.60, -0.12], [-0.29, 1.60, -0.11], [0.59, -1.66, -1.48], [0.82, -1.86, 0.82], [-3.74, -0.81, -0.20], [-3.22, 2.73, 0.22], [1.20, 2.43, 0.96], [1.69, 0.91, 0.05], [1.22, 2.47, -0.84], [1.63, -0.36, -2.79], [2.61, -1.90, -2.04], [2.27, -0.42, -1.00], [0.76, -1.95, 2.75], [-0.90, -2.01, 2.02], [-0.01, -0.43, 2.10], [-0.98, -2.15, -0.32]], "lumo_ev": 0.58, "relative_energy_kcal_mol": 85.6, "total_charge": 0, "e_homo_ev": -8.30, "gap_ev": 8.883}

Record 2
{"formula": "C3H7NO", "method": "ωB97M-V with the def2-TZVPD basis set", "elements": ["C", "O", "C", "N", "C", "H", "H", "H", "H", "H", "H", "H"], "coordinates": [[0.06, -0.89, -1.71], [-0.90, 0.15, -1.57], [-1.13, 0.76, -0.41], [-0.56, 0.69, 0.78], [0.49, 0.23, 1.69], [1.07, -0.52, -1.48], [-0.19, -1.73, -1.06], [0.02, -1.20, -2.75], [-1.46, 1.50, 0.54], [0.30, 0.80, 2.60], [0.43, -0.83, 1.97], [1.51, 0.46, 1.37]], "lumo_ev": 0.88, "relative_energy_kcal_mol": 125.6, "total_charge": 0, "e_homo_ev": -7.97, "gap_ev": 8.845}

Record 3
{"formula": "C12H10CeClF3O2", "method": "ωB97M-V with the def2-TZVPD basis set", "elements": ["C", "C", "C", "H", "C", "C", "H", "H", "H", "H", "Ce", "Cl", "C", "C", "C", "H", "C", "C", "H", "H", "H", "H", "F", "C", "F", "F", "C", "O", "O"], "coordinates": [[-2.67, -0.98, -0.14], [-1.92, -1.17, -1.35], [-1.49, 0.12, -1.81], [-1.71, -2.12, -1.84], [-1.99, 1.10, -0.89], [-2.71, 0.42, 0.14], [-3.24, 0.89, 0.97], [-3.17, -1.76, 0.43], [-0.93, 0.31, -2.72], [-1.87, 2.19, -0.99], [-0.24, -0.35, 0.50], [0.08, -2.78, 0.98], [2.80, 0.18, 0.20], [2.25, 1.39, -0.32], [1.62, 1.10, -1.58], [2.33, 2.38, 0.13], [1.76, -0.32, -1.83], [2.50, -0.88, -0.73], [2.80, -1.92, -0.64], [3.39, 0.08, 1.10], [1.16, 1.81, -2.25], [1.42, -0.85, -2.70], [-0.01, 0.23, 5.91], [-0.02, -0.10, 4.60], [1.10, -0.84, 4.35], [-1.10, -0.91, 4.38], [-0.06, 1.11, 3.62], [-0.03, 2.23, 4.04], [-0.12, 0.67, 2.38]], "lumo_ev": [2.84, 2.84], "total_charge": -1, "e_homo_ev": [-4.51, -4.53], "s2": 0.7508, "gap_ev": [7.350, 7.368], "spin_multiplicity": 2}

Record 4
{"formula": "C2H9NS2", "method": "ωB97M-V with the def2-TZVPD basis set", "elements": ["C", "N", "C", "H", "H", "H", "H", "H", "H", "H", "S", "S", "H", "H"], "coordinates": [[1.49, 0.77, 0.66], [1.84, 1.77, -0.28], [2.09, 3.05, 0.41], [0.53, 0.97, 1.26], [1.13, -0.15, 0.12], [2.30, 0.81, 1.38], [1.10, 1.95, -0.95], [1.31, 3.43, 1.04], [2.14, 3.80, -0.26], [2.84, 2.91, 1.18], [-0.79, -1.84, -1.02], [-1.94, -1.03, 0.48], [-0.97, -3.04, -0.49], [-1.00, -0.08, 1.01]], "lumo_ev": 0.34, "relative_energy_kcal_mol": 39.9, "smiles": "CNC.SS", "total_charge": 0, "e_homo_ev": -8.82, "gap_ev": 9.159}

Record 5
{"formula": "C28H80N4O12", "method": "ωB97M-V with the def2-TZVPD basis set", "elements": ["N", "C", "N", "O", "H", "H", "H", "H", "N", "C", "N", "O", "H", "H", "H", "H", "C", "C", "C", "O", "H", "H", "H", "H", "H", "H", "H", "H", "C", "C", "C", "O", "H", "H", "H", "H", "H", "H", "H", "H", "C", "C", "C", "O", "H", "H", "H", "H", "H", "H", "H", "H", "C", "C", "C", "O", "H", "H", "H", "H", "H", "H", "H", "H", "C", "C", "C", "O", "H", "H", "H", "H", "H", "H", "H", "H", "C", "C", "C", "O", "H", "H", "H", "H", "H", "H", "H", "H", "C", "C", "C", "O", "H", "H", "H", "H", "H", "H", "H", "H", "C", "C", "C", "O", "H", "H", "H", "H", "H", "H", "H", "H", "C", "O", "H", "H", "H", "H", "C", "O", "H", "H", "H", "H"], "coordinates": [[-1.49, -0.34, 0.83], [-0.37, -0.38, 0.09], [0.65, 0.23, 0.64], [-0.16, -1.06, -1.06], [-2.40, -0.61, 0.36], [-1.54, 0.27, 1.64], [1.59, 0.05, 0.28], [0.71, 0.75, 1.58], [-3.57, -2.70, 2.57], [-2.89, -3.39, 1.74], [-1.77, -2.88, 1.29], [-3.23, -4.72, 1.40], [-4.34, -3.24, 3.03], [-3.12, -1.93, 3.06], [-1.31, -3.33, 0.49], [-1.62, -1.83, 1.28], [-1.29, 4.48, -1.23], [-0.79, 3.05, -0.92], [-0.58, 2.24, -2.22], [0.29, 2.95, -0.33], [-0.55, 4.98, -1.84], [-1.51, 5.07, -0.32], [-2.15, 4.56, -1.90], [-1.59, 2.58, -0.35], [-1.46, 2.36, -2.88], [-0.32, 1.18, -2.09], [0.21, 2.68, -2.84], [0.46, 2.03, -0.09], [3.35, 3.40, 1.04], [3.16, 4.63, 0.19], [3.63, 4.52, -1.32], [1.99, 5.10, 0.16], [4.29, 2.96, 0.97], [2.68, 2.72, 0.57], [2.97, 3.45, 1.99], [3.72, 5.46, 0.61], [4.67, 4.28, -1.53], [3.31, 5.39, -1.90], [3.09, 3.67, -1.75], [1.30, 4.46, 0.10], [2.14, -2.84, -2.41], [2.48, -4.20, -1.78], [2.62, -5.34, -2.82], [3.59, -4.29, -1.16], [2.93, -2.51, -3.13], [1.98, -2.06, -1.70], [1.20, -2.98, -2.98], [1.67, -4.50, -1.11], [3.46, -5.15, -3.44], [1.71, -5.31, -3.48], [2.67, -6.33, -2.29], [3.43, -3.91, -0.29], [-2.62, -3.27, -2.33], [-1.57, -4.19, -1.78], [-0.93, -5.10, -2.86], [-0.70, -3.60, -1.04], [-2.96, -2.72, -1.50], [-3.45, -3.77, -2.78], [-2.27, -2.54, -3.03], [-2.11, -4.68, -1.01], [-0.35, -4.43, -3.45], [-1.64, -5.56, -3.48], [-0.33, -5.92, -2.41], [-0.32, -2.79, -1.42], [4.92, -0.55, -1.39], [3.90, 0.47, -1.08], [2.91, 0.92, -2.14], [3.28, 0.22, 0.00], [5.34, -0.35, -2.39], [4.41, -1.50, -1.42], [5.73, -0.58, -0.71], [4.59, 1.31, -0.84], [3.40, 1.22, -3.02], [2.22, 1.65, -1.73], [2.17, 0.10, -2.51], [3.91, 0.00, 0.68], [-4.05, 2.14, 1.56], [-4.16, 3.62, 1.54], [-3.10, 4.26, 2.43], [-4.17, 4.22, 0.45], [-4.89, 1.70, 1.06], [-3.91, 1.75, 2.56], [-3.31, 1.72, 0.88], [-5.08, 3.85, 2.07], [-3.17, 5.31, 2.70], [-2.18, 4.08, 1.83], [-3.05, 3.74, 3.39], [-4.09, 5.16, 0.67], [-1.16, 1.68, 3.21], [0.26, 1.25, 3.61], [0.39, -0.22, 3.87], [1.18, 1.64, 2.81], [-1.14, 2.31, 2.30], [-1.54, 2.28, 4.00], [-1.85, 0.92, 3.08], [0.56, 1.74, 4.51], [-0.31, -0.47, 4.62], [1.40, -0.56, 4.27], [0.18, -0.81, 2.96], [1.82, 2.16, 3.22], [-3.50, 0.74, -1.90], [-4.63, 0.00, -1.26], [-5.41, -0.88, -2.25], [-4.19, -0.77, -0.34], [-2.90, 0.09, -2.50], [-2.87, 1.26, -1.14], [-3.92, 1.56, -2.45], [-5.30, 0.73, -0.87], [-6.27, -1.40, -1.83], [-4.72, -1.61, -2.61], [-5.85, -0.24, -3.06], [-4.91, -0.81, 0.31], [4.06, -0.32, 2.97], [4.61, -1.13, 1.95], [3.78, -0.94, 3.82], [3.18, 0.22, 2.58], [4.78, 0.42, 3.19], [5.46, -1.21, 2.29], [1.74, -2.88, 1.23], [2.95, -3.46, 1.56], [0.96, -3.60, 1.02], [1.87, -2.19, 0.43], [1.47, -2.33, 2.15], [3.52, -2.73, 1.96]], "lumo_ev": -0.25, "relative_energy_kcal_mol": 106.4, "smiles": "NC(N)=O.NC(N)=O.CC(C)O.CC(C)O.CC(C)O.CC(C)O.CC(C)O.CC(C)O.CC(C)O.CC(C)O.CO.CO", "total_charge": 0, "e_homo_ev": -8.25, "gap_ev": 8.001}

Record 6
{"formula": "C15H29Cl17", "method": "ωB97M-V with the def2-TZVPD basis set", "elements": ["Cl", "C", "Cl", "Cl", "H", "Cl", "C", "C", "Cl", "H", "H", "H", "H", "Cl", "C", "C", "Cl", "H", "H", "H", "H", "Cl", "C", "C", "Cl", "H", "H", "H", "H", "Cl", "C", "C", "Cl", "H", "H", "H", "H", "Cl", "C", "C", "Cl", "H", "H", "H", "H", "Cl", "C", "C", "Cl", "H", "H", "H", "H", "Cl", "C", "C", "Cl", "H", "H", "H", "H"], "coordinates": [[-0.41, -0.33, 1.25], [0.08, -0.28, -0.47], [0.83, 1.26, -0.88], [-1.37, -0.72, -1.49], [0.76, -1.11, -0.64], [-5.04, -1.36, -2.51], [-3.97, -1.47, -3.96], [-4.08, -2.83, -4.74], [-3.40, -2.70, -6.36], [-2.93, -1.32, -3.68], [-4.25, -0.63, -4.60], [-5.14, -3.05, -4.85], [-3.42, -3.58, -4.29], [-2.61, -5.47, -0.65], [-2.76, -3.80, -0.21], [-3.92, -3.63, 0.75], [-3.88, -1.98, 1.61], [-2.78, -3.28, -1.17], [-1.75, -3.55, 0.10], [-3.94, -4.34, 1.57], [-4.91, -3.65, 0.30], [1.84, 5.80, -1.24], [2.01, 4.66, -2.58], [3.39, 4.65, -3.11], [4.37, 3.61, -1.99], [1.27, 4.73, -3.38], [1.69, 3.68, -2.21], [3.84, 5.64, -3.10], [3.51, 4.14, -4.06], [1.13, -1.97, 4.64], [1.42, -0.25, 4.44], [1.52, 0.62, 5.70], [0.02, 0.50, 6.57], [0.55, 0.12, 3.90], [2.27, -0.04, 3.80], [1.76, 1.65, 5.46], [2.24, 0.24, 6.42], [0.00, -3.13, -3.23], [1.57, -3.94, -3.23], [1.69, -4.69, -1.86], [1.79, -3.61, -0.43], [2.40, -3.24, -3.29], [1.59, -4.53, -4.15], [2.61, -5.27, -1.89], [0.85, -5.36, -1.70], [4.89, 1.42, 2.38], [3.79, 1.77, 0.99], [3.03, 3.03, 1.21], [2.21, 3.01, 2.77], [3.07, 0.99, 0.72], [4.46, 2.00, 0.16], [2.30, 3.07, 0.41], [3.66, 3.91, 1.36], [-3.09, 1.93, 4.25], [-1.77, 3.02, 3.91], [-1.45, 3.10, 2.46], [-2.56, 4.31, 1.76], [-0.96, 2.59, 4.50], [-2.05, 3.99, 4.33], [-1.57, 2.21, 1.85], [-0.41, 3.43, 2.37]], "lumo_ev": 0.16, "relative_energy_kcal_mol": 0.0, "smiles": "ClC(Cl)Cl.ClCCCl.ClCCCl.ClCCCl.ClCCCl.ClCCCl.ClCCCl.ClCCCl", "total_charge": 0, "e_homo_ev": -10.28, "gap_ev": 10.439}

Record 7
{"formula": "C5H9NO2", "method": "ωB97M-V with the def2-TZVPD basis set", "elements": ["C", "N", "O", "C", "O", "C", "C", "C", "H", "H", "H", "H", "H", "H", "H", "H", "H"], "coordinates": [[-0.75, 1.47, 0.26], [-1.38, 0.97, -0.71], [-1.07, -0.20, -1.59], [-0.93, -1.68, -1.32], [0.32, -2.07, -0.77], [0.49, -0.91, -0.04], [1.32, -0.16, 1.10], [0.81, 1.45, 0.92], [-1.24, 2.37, 0.63], [-1.73, -1.93, -0.75], [-0.88, -1.92, -2.42], [-0.47, -0.72, 0.36], [0.41, -0.07, -0.79], [0.95, -0.59, 2.08], [2.40, -0.25, 0.96], [1.36, 2.12, 0.22], [0.41, 2.12, 1.85]], "lumo_ev": 0.81, "relative_energy_kcal_mol": 201.8, "smiles": "C1=N\\OCOCCC/1", "total_charge": 0, "e_homo_ev": -9.21, "gap_ev": 10.019}

Record 8
{"formula": "C11H17N4", "method": "ωB97M-V with the def2-TZVPD basis set", "elements": ["C", "C", "C", "C", "C", "C", "C", "C", "C", "N", "H", "H", "H", "H", "H", "H", "H", "H", "H", "C", "C", "N", "N", "N", "H", "H", "H", "H", "H", "H", "H", "H"], "coordinates": [[1.16, -2.90, 1.60], [0.51, -2.28, 0.42], [0.59, -2.62, -0.95], [-0.48, -1.26, 0.55], [-0.98, -1.01, -0.74], [-1.06, -0.58, 1.63], [-2.15, -0.33, -0.97], [-2.20, 0.18, 1.40], [-2.72, 0.35, 0.12], [-0.32, -1.90, -1.61], [1.02, -2.24, 2.45], [2.18, -3.25, 1.48], [1.20, -3.20, -1.64], [-0.64, -2.14, -2.54], [-0.72, -0.74, 2.64], [-2.69, -0.34, -1.91], [-2.72, 0.59, 2.22], [-3.66, 0.88, 0.04], [0.64, -3.83, 1.85], [0.08, 3.78, -0.40], [1.53, 1.81, -0.16], [1.00, 2.91, 0.32], [1.26, 1.28, -1.39], [2.32, 1.08, 0.63], [1.40, 3.31, 1.16], [0.99, 1.96, -2.09], [0.67, 0.46, -1.30], [2.28, 1.18, 1.63], [2.62, 0.16, 0.37], [-0.80, 3.96, 0.20], [-0.24, 3.48, -1.39], [0.50, 4.79, -0.52]], "lumo_ev": [-6.83, -10.07], "relative_energy_kcal_mol": 3.4, "total_charge": 2, "e_homo_ev": [-16.11, -16.68], "s2": 0.7702, "gap_ev": [9.278, 6.606], "spin_multiplicity": 2}

Total energy (computed, Ha): -830.83891; -248.32641; -1848.87334; -932.66039; -2236.39610; -8412.18259; -400.85518; -647.79168